9
Properties=species:S:1:pos:R:3:forces:R:3 method="wB97M-V/def2-TZVPD" total_charge=0 homo_energy_ev=-9.44 e_above_lowest_ev=3.827 multiplicity=1 energy_ha=-776.9476
C -0.502743 0.994745 -0.068801 0.825 -2.843 0.642
C 1.494346 0.290689 0.004610 -4.311 0.933 0.295
N 0.784572 1.414144 -0.043038 0.090 -0.129 -0.615
N -0.633959 -0.327341 0.043325 0.811 -0.096 -0.173
N 0.660818 -0.789257 0.077661 0.786 2.498 -0.190
O 3.887832 -0.736838 -0.110898 0.352 -0.651 -0.004
Cl 3.119627 0.570384 0.042816 1.843 0.041 0.115
H -1.429581 1.498767 -0.131194 -0.260 1.190 -0.065
H 0.941642 -1.714803 0.286249 -0.135 -0.943 -0.006

---

68
Properties=species:S:1:pos:R:3:forces:R:3 method="wB97M-V/def2-TZVPD" total_charge=0 homo_energy_ev=-8.54 e_above_lowest_ev=0.303 multiplicity=1 energy_ha=-7869.9178
Ga -1.587256 -0.625305 -1.584785 0.295 0.798 -0.274
Br -0.995028 3.773499 4.205173 0.001 -0.003 -0.012
C -0.191068 4.297647 2.578982 -0.022 0.011 0.009
C 0.660407 3.417608 1.925430 0.004 -0.018 0.007
C 1.238644 3.791107 0.724987 0.117 0.072 0.168
C 0.970901 5.047368 0.186367 0.112 0.045 0.170
C 0.163375 5.939058 0.880413 -0.011 -0.029 -0.059
C -0.441918 5.560912 2.067475 -0.003 -0.052 0.010
N 1.593947 5.563080 -1.000678 0.091 0.042 0.153
N 1.799082 4.870433 -2.004295 -0.151 0.008 -0.138
C 1.286654 3.539942 -2.121389 -0.007 -0.113 -0.188
C 2.140070 2.581756 -2.604487 0.006 0.086 0.104
C 1.768040 1.231571 -2.736745 -0.081 -0.052 0.013
C 0.495014 0.835778 -2.401300 0.010 0.101 0.002
O 0.045527 -0.410959 -2.487017 -0.043 -0.134 0.010
C -0.422540 1.843677 -1.971737 0.035 -0.020 -0.126
N -1.680130 1.396668 -1.703711 0.006 -0.120 0.184
C -2.629445 2.245732 -1.375429 -0.013 0.031 0.060
C -2.382208 3.625458 -1.332958 0.031 -0.010 -0.041
C -1.118733 4.094563 -1.571491 -0.069 -0.003 -0.056
C -0.069126 3.194570 -1.863966 -0.073 -0.010 -0.207
H 0.868685 2.446315 2.354290 -0.013 0.025 -0.004
H 1.913605 3.111221 0.224357 -0.002 -0.009 0.027
H 0.006188 6.928935 0.471286 0.026 0.017 0.010
H -1.086553 6.245034 2.600421 -0.007 0.006 0.005
H 3.149516 2.883595 -2.853838 0.001 -0.001 -0.029
H 2.470858 0.505541 -3.119047 0.024 -0.003 -0.013
H -3.597671 1.827372 -1.140313 0.009 -0.007 0.009
H -3.194068 4.300928 -1.107884 -0.011 -0.004 0.010
H -0.926935 5.158701 -1.553968 -0.014 -0.032 -0.013
O -3.606919 -0.388576 -0.562302 -0.062 0.001 0.201
S -3.997378 -1.569222 -1.329605 -0.105 0.024 0.083
O -5.343925 -1.684050 -1.766863 0.080 -0.103 -0.142
O -2.973896 -1.559300 -2.479398 0.123 -0.131 0.186
C -3.539968 -3.010153 -0.399568 0.079 -0.028 -0.053
C -4.167556 -4.171220 -0.827787 -0.021 0.062 0.081
C -3.796475 -5.401988 -0.311617 -0.002 -0.016 -0.002
C -2.786753 -5.469173 0.628802 -0.003 -0.009 0.003
C -2.158129 -4.311323 1.064007 -0.063 0.044 0.030
C -2.515751 -3.067398 0.562301 -0.047 -0.035 0.026
S -1.600599 -1.693811 1.299776 -0.011 -0.082 0.004
O -2.517354 -0.820925 1.954743 0.044 -0.032 0.017
O -0.552833 -2.296989 2.079521 -0.128 0.145 -0.030
O -0.908697 -1.008373 0.107860 -0.162 -0.199 -0.128
H -4.953220 -4.094163 -1.566235 0.004 -0.014 -0.019
H -4.294143 -6.299921 -0.651268 -0.003 0.000 -0.004
H -2.480844 -6.424737 1.032779 0.001 0.001 0.020
H -1.377077 -4.356282 1.807977 0.000 -0.023 -0.002
F 0.947588 -4.149476 0.399071 0.135 -0.031 0.146
C 1.842167 -3.201015 0.645682 0.010 -0.045 0.060
C 2.231389 -2.965598 1.901865 0.014 -0.112 0.221
F 1.748579 -3.697090 2.894578 0.053 0.212 -0.208
C 3.169045 -1.896263 2.220556 -0.071 -0.032 0.021
C 3.892528 -1.365490 1.071925 -0.082 -0.068 -0.073
C 3.578994 -1.691526 -0.190285 -0.033 -0.060 0.145
F 4.273148 -1.173686 -1.191096 -0.020 0.037 -0.101
C 2.426266 -2.520657 -0.495474 0.083 0.058 0.096
C 1.883498 -2.644984 -1.733257 0.326 0.073 0.006
C 0.538578 -3.088527 -1.847889 0.357 0.166 -0.219
N -0.592770 -3.227807 -1.910949 -0.835 -0.423 -0.203
C 2.504950 -2.224464 -2.954110 0.042 -0.020 0.125
N 3.003167 -1.961291 -3.954603 -0.019 0.035 -0.012
F 4.898898 -0.536054 1.294653 0.031 0.054 -0.010
C 3.319740 -1.406920 3.478672 0.018 -0.056 -0.039
C 4.115675 -0.251387 3.780978 0.021 -0.004 -0.143
N 4.698709 0.704089 4.035032 0.036 0.013 0.096
C 2.657280 -1.950770 4.628865 -0.030 -0.042 0.015
N 2.186283 -2.345257 5.598543 -0.007 0.021 0.014